No. 1
The following is a quantum chemistry calculation of a cluster of 11 separate species, C36H65Cl8N7 in total, from the Open Molecules 2025 dataset.

Values from the calculation:
- E: -5475.454494 Eh
- Strongest force on any atom: 3.8 eV Å⁻¹
- HOMO energy: -10.6816 eV
- Kohn-Sham gap: 10.7 eV
- SMILES: CCCC#N.CCCC#N.CCCC#N.CCCC#N.CCCC#N.CCCC#N.CCCC#N.ClCCCl.ClCCCl.ClCCCl.ClCCCl

Cartesian coordinates (Å):
C  -3.15848  -6.03807  5.90592
C  -2.47454  -5.01416  5.00567
C  -2.89764  -3.54424  5.37814
C  -2.26540  -2.59395  4.43814
N  -1.72112  -1.95255  3.65261
H  -2.79585  -6.17955  6.92405
H  -3.01045  -7.01461  5.44487
H  -4.23255  -5.86747  5.97922
H  -2.70509  -5.24843  3.96641
H  -1.39400  -5.12885  5.09160
H  -2.62377  -3.30715  6.40619
H  -3.98092  -3.54268  5.25734
C  -2.18485  -0.32281  -3.53509
C  -3.44336  0.19304  -4.24784
C  -4.38137  -0.87439  -4.88355
C  -5.36328  -0.42679  -5.82450
N  -6.12306  -0.04092  -6.58185
H  -1.54813  -0.94904  -4.16000
H  -2.31825  -0.90509  -2.62336
H  -1.58857  0.54873  -3.26492
H  -3.13980  0.94578  -4.97538
H  -4.01577  0.71024  -3.47782
H  -4.89471  -1.50570  -4.15826
H  -3.77224  -1.57131  -5.45919
C  2.06346  0.46835  -4.68489
C  2.07074  0.21254  -6.13810
C  3.12341  1.13841  -6.91498
C  2.93988  2.56946  -6.58243
N  2.78979  3.71044  -6.31666
H  1.62067  -0.37714  -4.15838
H  1.60365  1.42309  -4.42965
H  3.01639  0.44351  -4.15630
H  1.06753  0.27309  -6.55999
H  2.29143  -0.85296  -6.20206
H  3.12885  1.04455  -8.00092
H  4.15672  0.97951  -6.60655
C  -5.56674  3.99160  -0.40255
C  -4.80169  3.16994  -1.41122
C  -3.37226  2.83940  -0.94013
C  -3.31864  2.30210  0.46978
N  -3.30289  1.79475  1.51679
H  -5.77511  3.39817  0.48768
H  -6.57197  4.24553  -0.73890
H  -5.06879  4.89372  -0.04712
H  -4.65142  3.61445  -2.39505
H  -5.40435  2.27735  -1.57909
H  -2.74290  3.72350  -1.04199
H  -2.99954  2.06215  -1.60726
C  1.04987  3.50332  3.89364
C  -0.26787  3.92126  3.17845
C  -0.54949  5.38853  3.12868
C  0.35007  6.13800  2.17726
N  1.06554  6.66978  1.45552
H  1.31945  2.45009  3.97196
H  1.12481  3.90953  4.90234
H  1.87702  3.88177  3.29307
H  -1.18993  3.46228  3.53514
H  -0.28048  3.56015  2.15008
H  -0.50611  5.74602  4.15747
H  -1.54002  5.51159  2.69072
C  1.10137  -3.11441  -4.43684
C  2.07953  -3.49012  -3.33644
C  1.52397  -4.39090  -2.23961
C  0.51269  -3.80617  -1.35111
N  -0.27618  -3.31780  -0.68137
H  0.58819  -3.97506  -4.86584
H  1.68727  -2.72897  -5.27127
H  0.36228  -2.40030  -4.07366
H  2.50875  -2.59072  -2.89491
H  2.98371  -3.96240  -3.72050
H  2.36994  -4.59665  -1.58381
H  1.37963  -5.38482  -2.66318
C  4.27012  -0.97905  0.30383
C  3.77523  -2.09940  1.27535
C  4.75156  -2.57391  2.35036
C  5.84798  -3.50554  2.02167
N  6.65905  -4.24162  1.68522
H  5.15539  -1.28434  -0.25404
H  4.54898  -0.05062  0.80218
H  3.52751  -0.66495  -0.42963
H  3.56389  -2.93044  0.60243
H  2.90372  -1.72857  1.81483
H  4.19486  -3.13513  3.10085
H  5.22099  -1.73459  2.86345
Cl  4.56278  -0.30147  5.12370
C  4.53765  1.23962  4.21438
C  5.94679  1.76201  4.04825
Cl  6.60087  2.39777  5.63239
H  3.81193  1.85219  4.74934
H  4.04818  1.00647  3.26877
H  5.88606  2.72341  3.53824
H  6.61677  1.04597  3.57233
Cl  4.60425  2.89100  0.75907
C  3.19567  2.83983  -0.30072
C  2.35956  4.05919  0.08095
Cl  0.84520  4.15687  -0.82410
H  2.75665  1.86325  -0.09659
H  3.60146  2.87476  -1.31177
H  2.96393  4.92982  -0.17370
H  2.13203  4.04814  1.14688
Cl  -5.08234  -0.99737  3.69562
C  -4.61115  -1.03020  1.93711
C  -4.92324  -2.33636  1.28296
Cl  -6.70952  -2.76755  1.36573
H  -3.52228  -1.00168  1.97771
H  -4.95781  -0.11046  1.46595
H  -4.26456  -3.09689  1.70231
H  -4.74878  -2.39057  0.20837
Cl  1.46911  0.53818  1.89050
C  0.18420  -0.43543  1.14281
C  -0.30746  0.11995  -0.22680
Cl  0.95816  0.22637  -1.39886
H  -0.66858  -0.49269  1.81927
H  0.50571  -1.47643  1.11031
H  -0.63000  1.15416  -0.10646
H  -1.11758  -0.46324  -0.66462

---

No. 2
The following is a quantum chemistry calculation of a cluster of 2 separate species, C6H12N2 in total, from the Open Molecules 2025 dataset.

Values from the calculation:
- E: -345.235496 Eh
- Strongest force on any atom: 3.4 eV Å⁻¹
- Relative energy (zero: lowest compared OMol25 entry of this formula, charge and spin): 58.0 kcal/mol
- HOMO energy: -7.9914 eV
- Kohn-Sham gap: 8.9 eV
- SMILES: [H]/N=C/C=C(\C)N.C=C

Cartesian coordinates (Å):
H  1.97149  -2.09531  1.32511
N  1.21397  -1.54915  0.92643
C  1.02745  -1.74329  -0.34884
C  0.03361  -1.04458  -1.06264
C  -0.94460  -0.25530  -0.48925
C  -1.58284  -0.58411  0.82865
N  -1.72552  0.52010  -1.30392
H  1.79049  -2.23270  -0.96344
H  0.18710  -0.95852  -2.13219
H  -0.94118  -1.25738  1.38979
H  -2.55948  -1.04175  0.64805
H  -1.72903  0.31956  1.42226
H  -2.38664  1.13954  -0.86385
H  -1.31549  0.85137  -2.16187
C  0.89963  1.32858  0.97648
C  1.35597  2.02358  -0.05246
H  1.12789  0.10577  1.05052
H  0.45417  1.84227  1.82359
H  1.73041  1.52402  -0.93999
H  1.39262  3.10729  -0.07242

---

No. 3
The following is a quantum chemistry calculation of a cluster of 2 separate species, C4H14N2O in total, from the Open Molecules 2025 dataset.

Values from the calculation:
- E: -345.447492 Eh
- Strongest force on any atom: 3.5 eV Å⁻¹
- Relative energy (zero: lowest compared OMol25 entry of this formula, charge and spin): 80.8 kcal/mol
- HOMO energy: -8.3624 eV
- Kohn-Sham gap: 9.3 eV
- SMILES: CNCCCN.O

Cartesian coordinates (Å):
C  -2.50825  -0.73458  0.62621
N  -1.06418  -0.13634  0.46161
C  0.07323  -1.05233  0.66932
C  1.34417  -0.29840  1.13839
C  1.82958  0.77837  0.07190
N  1.76488  0.45589  -1.46591
H  -2.56860  -0.65955  1.79665
H  -2.37900  -1.88745  0.45956
H  -3.39180  -0.25777  0.04028
H  -0.62494  0.76694  0.75528
H  -0.00993  -1.81475  1.45613
H  0.30803  -1.63182  -0.29546
H  1.28479  0.33589  2.13277
H  2.03646  -1.05291  1.42066
H  1.21378  1.68771  0.00165
H  2.75052  1.24991  0.55340
H  2.50336  -0.11476  -1.90381
H  1.81069  1.38919  -1.97306
O  -1.33302  1.11420  -2.29420
H  -2.26079  1.00364  -2.10530
H  -0.77898  0.85893  -1.54606

---

No. 4
The following is a quantum chemistry calculation of a cluster of 2 separate species, C2H7S2 in total, from the Open Molecules 2025 dataset.

Values from the calculation:
- E: -876.754628 Eh
- Strongest force on any atom: 3.1 eV Å⁻¹
- Relative energy (zero: lowest compared OMol25 entry of this formula, charge and spin): 34.7 kcal/mol
- HOMO energy: -2.3084 eV
- Kohn-Sham gap: 5.6 eV
- Net charge: -1

Cartesian coordinates (Å):
C  1.12847  -0.62242  -0.13187
S  2.71323  -0.05047  -1.18161
H  1.49073  -1.17523  0.83982
H  0.63772  -1.37452  -0.78355
H  0.56996  0.40449  0.14895
H  3.15357  0.79886  -0.25319
C  -1.95158  0.32262  0.35372
S  -1.46116  1.61682  -0.86018
H  -1.20246  0.06760  1.10869
H  -2.19566  -0.69798  -0.13440
H  -2.88282  0.71021  0.89361

---

No. 5
The following is a quantum chemistry calculation of the ion C5H13N2 with charge +1, from the Open Molecules 2025 dataset.

Values from the calculation:
- E: -307.424205 Eh
- Strongest force on any atom: 7.3 eV Å⁻¹
- Relative energy (zero: lowest compared OMol25 entry of this formula, charge and spin): 123.9 kcal/mol
- HOMO energy: -11.8928 eV
- Kohn-Sham gap: 7.8 eV
- Net charge: +1
- SMILES: CCC/C([NH3+])=C/N

Cartesian coordinates (Å):
C  2.16286  0.19082  1.07475
C  1.52116  -1.18600  0.92996
C  0.05509  -0.85710  0.82201
C  -0.35397  -0.02784  -0.23667
N  0.11661  -0.30371  -1.64471
C  -1.69266  0.64931  0.09755
N  -2.21346  1.49232  -0.79993
H  3.19278  -0.00012  1.14047
H  1.79498  0.59080  2.03035
H  1.98133  0.79605  0.28524
H  1.95596  -1.71486  0.07836
H  1.86385  -1.91746  1.67572
H  -0.17379  -0.26925  1.79275
H  -0.43696  -1.88406  0.97280
H  1.07727  -1.11955  -1.48719
H  -0.68382  -0.64876  -2.26493
H  0.45897  0.54930  -2.05132
H  -1.67770  0.91650  1.24539
H  -2.92745  2.17590  -0.52904
H  -1.90241  1.59013  -1.90169

---

Repeat the third record exactly.
The following is a quantum chemistry calculation of a cluster of 2 separate species, C4H14N2O in total, from the Open Molecules 2025 dataset.

Values from the calculation:
- E: -345.447492 Eh
- Strongest force on any atom: 3.5 eV Å⁻¹
- Relative energy (zero: lowest compared OMol25 entry of this formula, charge and spin): 80.8 kcal/mol
- HOMO energy: -8.3624 eV
- Kohn-Sham gap: 9.3 eV
- SMILES: CNCCCN.O

Cartesian coordinates (Å):
C  -2.50825  -0.73458  0.62621
N  -1.06418  -0.13634  0.46161
C  0.07323  -1.05233  0.66932
C  1.34417  -0.29840  1.13839
C  1.82958  0.77837  0.07190
N  1.76488  0.45589  -1.46591
H  -2.56860  -0.65955  1.79665
H  -2.37900  -1.88745  0.45956
H  -3.39180  -0.25777  0.04028
H  -0.62494  0.76694  0.75528
H  -0.00993  -1.81475  1.45613
H  0.30803  -1.63182  -0.29546
H  1.28479  0.33589  2.13277
H  2.03646  -1.05291  1.42066
H  1.21378  1.68771  0.00165
H  2.75052  1.24991  0.55340
H  2.50336  -0.11476  -1.90381
H  1.81069  1.38919  -1.97306
O  -1.33302  1.11420  -2.29420
H  -2.26079  1.00364  -2.10530
H  -0.77898  0.85893  -1.54606

---

Q: Number 2 is which compound?
A: C6H12N2

---

Q: The lowest HOMO energy belongs to which entry?
A: C5H13N2